Computed, not measured: C56H55BiBrN3OP3Si as an isolated structure at a distorted geometry, with ωB97M-V/def2-TZVPD.

Values from the calculation:
Largest force on an atom: 1.3 eV/A
Frontier orbital gap: 0.2872 Eh
Net charge: +1
Calculated total energy: -6508.5853 hartree
Energy relative to the best compared isomer or geometry (same formula, charge and spin): 21.6 kcal per mole

Last column: Mulliken charge in e.
Element x y z (Å)
1 Bi -0.29021 0.71899 0.25997  3.858
2 C -2.39833 2.80819 1.72547  -0.962
3 P -2.92971 1.40071 0.64622  1.374
4 C -4.13627 0.63481 1.78153  0.847
5 C -5.27375 1.34704 2.16093  -0.854
6 C -6.17872 0.79082 3.04912  -0.932
7 C -5.92930 -0.45583 3.60762  -0.602
8 C -4.77609 -1.14551 3.27157  -1.004
9 C -3.88939 -0.61170 2.34792  -0.038
10 C -3.82974 2.02393 -0.80635  0.366
11 C -3.02360 2.54015 -1.82493  -0.221
12 C -3.58212 2.89848 -3.03932  -0.660
13 C -4.94111 2.72364 -3.26086  -0.858
14 C -5.74254 2.20270 -2.25734  -0.753
15 C -5.19202 1.84575 -1.03542  -0.878
16 C -1.53956 2.11986 2.74766  0.543
17 C -1.45208 2.25751 4.10709  -1.442
18 C -0.63122 1.20017 4.58233  -1.169
19 C -0.25517 0.45021 3.49545  -0.285
20 C 0.34501 -0.92680 3.50842  -1.794
21 P 1.10835 -1.50803 1.91647  2.798
22 C 0.86190 -3.31864 2.15252  0.356
23 C 1.20154 -3.94703 3.35040  -0.601
24 C 0.94133 -5.29535 3.52522  -0.726
25 C 0.36174 -6.03597 2.50218  -0.702
26 C 0.05831 -5.42894 1.29555  -0.717
27 C 0.30427 -4.07260 1.12437  0.154
28 C 2.89922 -1.47601 2.30489  0.048
29 C 3.72994 -2.29785 1.54271  -0.393
30 C 5.09913 -2.29335 1.74807  -0.697
31 C 5.65125 -1.45979 2.71200  -0.715
32 C 4.83085 -0.63547 3.46665  -0.746
33 C 3.45863 -0.63798 3.26382  -0.826
34 N -0.79925 1.01171 2.35868  0.968
35 H -3.25617 3.28624 2.19814  0.922
36 H -1.85489 3.53651 1.12920  -0.390
37 H -5.44671 2.34067 1.76709  0.529
38 H -7.07759 1.33418 3.30734  0.423
39 H -6.63546 -0.88293 4.30617  0.417
40 H -4.56578 -2.10346 3.72809  0.463
41 H -2.98890 -1.15535 2.09021  0.131
42 H -1.95909 2.65440 -1.65827  -0.115
43 H -2.95496 3.30853 -3.81968  0.576
44 H -5.36839 2.97416 -4.22219  0.417
45 H -6.80107 2.06108 -2.42938  0.424
46 H -5.82625 1.42991 -0.26631  0.532
47 H -1.92245 3.02182 4.70337  0.603
48 H -0.38051 0.99492 5.61046  0.603
49 H -0.46641 -1.63882 3.69777  0.559
50 H 1.05218 -1.02684 4.33255  0.702
51 H 1.67991 -3.38694 4.14431  0.356
52 H 1.18687 -5.77157 4.46505  0.453
53 H 0.15849 -7.08844 2.64525  0.404
54 H -0.37573 -6.00486 0.48882  0.533
55 H 0.07896 -3.60937 0.16983  -0.062
56 H 3.29525 -2.94923 0.79339  0.266
57 H 5.73530 -2.94294 1.16119  0.491
58 H 6.71961 -1.46298 2.88222  0.412
59 H 5.25899 0.00976 4.22319  0.467
60 H 2.83170 0.02019 3.85268  0.296
61 N -1.87311 -1.78469 -0.43122  0.102
62 C -1.79364 -2.42222 -1.69361  -0.090
63 C -2.94494 -2.95173 -2.26856  -0.602
64 C -2.89329 -3.60773 -3.48532  -0.804
65 C -1.67695 -3.76181 -4.13063  -0.972
66 C -0.53447 -3.19696 -3.58968  -0.835
67 C -0.57779 -2.49162 -2.38739  0.035
68 P 0.90380 -1.56125 -1.78094  2.317
69 C 0.74141 -0.05108 -2.83344  0.059
70 C 1.81505 0.84338 -2.87186  -0.053
71 C 1.76943 1.97088 -3.67350  -0.785
72 C 0.64722 2.22437 -4.45039  -1.112
73 C -0.43690 1.36408 -4.39281  -0.349
74 C -0.39899 0.24126 -3.57732  -0.806
75 C 2.20740 -2.46325 -2.70602  -0.030
76 C 2.74788 -2.06763 -3.92634  -0.193
77 C 3.70738 -2.85645 -4.54563  -0.753
78 C 4.13808 -4.03461 -3.95551  -0.647
79 C 3.61727 -4.42355 -2.72997  -0.890
80 C 2.65412 -3.64442 -2.11122  -0.179
81 H -1.27518 -2.23437 0.25689  -0.558
82 H -2.82907 -1.77792 -0.09787  0.099
83 H -3.89001 -2.84874 -1.74683  0.543
84 H -3.79798 -4.01421 -3.91649  0.421
85 H -1.61820 -4.30489 -5.06362  0.462
86 H 0.40405 -3.29147 -4.11800  0.492
87 H 2.71178 0.63773 -2.30083  0.659
88 H 2.61765 2.64218 -3.70707  0.471
89 H 0.62989 3.08629 -5.10389  0.331
90 H -1.31269 1.54891 -5.00044  0.528
91 H -1.25287 -0.42261 -3.54965  0.193
92 H 2.41936 -1.15652 -4.40703  0.446
93 H 4.11338 -2.55495 -5.50207  0.450
94 H 4.87486 -4.65182 -4.45126  0.397
95 H 3.95699 -5.33582 -2.25805  0.473
96 H 2.22669 -3.95915 -1.16525  0.276
97 Br 3.46661 4.31063 3.37775  -0.093
98 C 3.35400 2.87848 2.16079  -0.710
99 C 4.46229 2.46318 1.43928  -0.523
100 C 4.31455 1.40254 0.55905  -1.409
101 C 3.07081 0.81425 0.42986  -0.568
102 N 2.00829 1.23359 1.11759  1.807
103 C 2.13892 2.23994 1.97607  -0.656
104 H 5.41255 2.96502 1.55756  0.555
105 H 5.15353 1.04129 -0.01812  0.557
106 H 2.90928 -0.03379 -0.22304  0.569
107 H 1.25284 2.54010 2.52409  0.181
108 C 2.31876 4.30992 -0.78217  -0.899
109 Si 0.44313 4.26182 -0.50182  1.362
110 C 0.02255 5.49026 0.87751  -1.402
111 C -0.41177 4.88356 -2.07097  -1.176
112 O -0.08347 2.76834 -0.13454  -1.673
113 H 2.56320 4.91941 -1.65390  0.590
114 H 2.73656 3.31588 -0.94793  -0.064
115 H 2.83235 4.75983 0.06838  0.361
116 H 0.57308 6.41637 0.70068  0.446
117 H 0.28921 5.12960 1.87311  0.299
118 H -1.03691 5.75158 0.89663  0.328
119 H 0.03073 5.82715 -2.39545  0.520
120 H -1.47243 5.06773 -1.89111  0.285
121 H -0.32448 4.17924 -2.89757  0.070